[1]
Here is an isolated molecule of C5H10 from OMol25. Energies are from ωB97M-V/def2-TZVPD.

SMILES string = C1CCCC1
charge = 0

Each line ends with the Mulliken charge.
CARTESIAN COORDINATES (ANGSTROEM)
C -1.165 0.548 -0.092  -0.581
C 0.202 1.239 -0.342  -0.515
C 1.285 0.151 -0.114  -0.570
C 0.509 -1.171 -0.020  -0.600
C -0.830 -0.779 0.605  -0.608
H -1.654 0.339 -1.052  0.257
H -1.860 1.164 0.488  0.316
H 0.254 1.639 -1.360  0.253
H 0.355 2.089 0.332  0.254
H 1.830 0.339 0.819  0.262
H 2.031 0.129 -0.916  0.305
H 1.034 -1.952 0.539  0.343
H 0.321 -1.557 -1.030  0.268
H -0.723 -0.627 1.688  0.282
H -1.590 -1.552 0.455  0.334

=====

[2]
Here is an isolated molecule of C3H9N3O from OMol25. Energies are from ωB97M-V/def2-TZVPD.

SMILES string = NCNC(=O)CN
charge = 0

Each line ends with the Mulliken charge.
CARTESIAN COORDINATES (ANGSTROEM)
N -1.405 -1.169 1.729  -0.463
C -1.075 -1.511 0.343  -0.342
N -0.680 -0.316 -0.383  -0.204
C 0.665 -0.053 -0.574  0.716
O 1.527 -0.892 -0.450  -0.611
C 0.949 1.402 -0.960  -0.766
N 0.423 2.394 -0.029  -0.494
H -1.417 -0.331 2.267  0.154
H -1.507 -2.021 2.258  0.146
H -1.952 -2.018 -0.054  0.272
H -0.139 -2.057 0.334  0.306
H -1.336 0.365 -0.714  0.224
H 0.575 1.604 -1.953  0.327
H 2.027 1.549 -0.860  0.326
H 0.735 2.308 0.915  0.191
H -0.549 2.644 -0.086  0.218

=====

[3]
Here is a structure of composition C11H17N2Re from OMol25. Energies are from ωB97M-V/def2-TZVPD.

spin multiplicity = 4
charge = +1

Each line ends with the Mulliken spin population.
CARTESIAN COORDINATES (ANGSTROEM)
C -0.241 2.498 -2.931  0.001
Re 1.869 0.672 1.228  2.515
N 1.052 0.925 3.071  0.043
N 2.921 2.199 0.304  0.037
H 1.198 0.143 3.728  0.025
H -0.803 3.108 -2.270  0.000
H -0.907 1.851 -3.498  0.000
H 0.463 1.874 -2.376  0.006
H 0.299 3.136 -3.632  0.000
H 3.933 2.132 0.426  0.018
H 2.645 3.121 0.646  0.000
H 2.748 2.237 -0.705  0.016
H 1.402 1.756 3.550  0.003
H 0.038 1.073 3.003  0.010
C -3.383 -1.613 -0.469  0.011
C -3.105 -0.235 -0.315  0.002
C -1.803 0.178 -0.084  0.010
C -0.752 -0.765 -0.066  -0.136
C 0.537 -0.314 0.254  0.264
C 1.627 -1.227 0.513  -0.064
C 1.337 -2.637 0.379  0.075
C 0.058 -3.085 0.083  0.006
C -1.025 -2.185 -0.120  0.024
C -2.369 -2.569 -0.354  -0.007
H -4.405 -1.940 -0.679  0.001
H -3.909 0.498 -0.372  0.000
H -1.540 1.228 0.097  0.011
H 2.720 -0.886 0.541  0.127
H 2.130 -3.371 0.502  0.001
H -0.162 -4.159 -0.004  0.002
H -2.574 -3.644 -0.447  0.001

=====

[4]
Here is a structure of composition C2NO2 from OMol25. Energies are from ωB97M-V/def2-TZVPD.

charge = +1

Each line ends with the Mulliken charge.
CARTESIAN COORDINATES (ANGSTROEM)
C -1.283 -0.079 0.019  0.186
C 0.764 -0.088 -0.083  0.701
N -2.386 0.099 0.005  0.061
O 1.816 -0.741 0.022  0.017
O 1.645 0.785 0.018  0.035

=====

[5]
Here is a structure of composition C13H23N4O2P2Ti from OMol25. Energies are from ωB97M-V/def2-TZVPD.

charge = +3

Each line ends with the Mulliken charge.
CARTESIAN COORDINATES (ANGSTROEM)
Ti 0.144 0.566 0.989  0.041
P -2.211 0.124 0.551  1.008
C -2.220 1.093 -1.091  -1.326
C -0.861 1.504 -1.673  0.616
N 0.216 1.407 -0.853  0.089
C 1.480 1.599 -1.326  0.747
C 1.650 2.300 -2.507  -0.800
C 0.536 2.543 -3.330  -0.371
C -0.716 2.072 -2.937  -0.753
C 2.633 1.067 -0.527  -1.277
P 2.330 -0.504 0.507  1.144
H -1.572 2.255 -3.587  0.523
H 2.676 2.574 -2.838  0.477
H 0.676 3.102 -4.263  0.495
H 3.499 0.736 -1.141  0.571
H 3.025 1.830 0.173  0.412
H -2.990 0.567 -1.707  0.586
H -2.857 2.066 -0.915  0.469
H -1.275 -2.584 -3.269  0.230
O -1.607 -3.336 -3.877  -0.567
H -2.464 -2.894 -4.138  0.342
H 0.094 -4.122 0.840  0.268
O -0.093 -4.751 0.128  -0.557
H 0.168 -4.263 -0.708  0.297
C 2.924 -1.833 -0.618  -1.200
H 3.938 -1.606 -0.964  0.462
H 2.910 -2.775 -0.072  0.442
H 2.237 -1.950 -1.455  0.419
C 3.620 -0.482 1.781  -1.235
H 3.512 -1.377 2.398  0.417
H 4.629 -0.459 1.358  0.415
H 3.476 0.374 2.441  0.414
C -3.129 1.579 1.173  -1.381
H -4.084 1.532 0.633  0.439
H -3.220 1.598 2.256  0.419
H -2.594 2.464 0.820  0.501
C -3.499 -1.189 0.490  -1.021
H -3.850 -1.417 1.497  0.419
H -4.343 -0.846 -0.105  0.438
H -3.118 -2.120 0.071  0.437
N 0.151 1.238 2.848  -0.417
C 0.091 1.019 4.030  0.454
N 0.069 1.129 5.261  -0.271
C 0.029 0.368 6.313  0.407
N -0.008 -0.200 7.343  -0.221

=====

[6]
Here is an isolated molecule of C4H9NO from OMol25. Energies are from ωB97M-V/def2-TZVPD.

SMILES string = CC(C)NC=O
charge = 0

Each line ends with the Mulliken charge.
CARTESIAN COORDINATES (ANGSTROEM)
C 0.947 0.719 -0.947  -1.363
C 0.153 -0.441 -0.330  0.509
C 0.948 -1.100 0.813  -1.346
N -1.202 -0.139 0.109  -0.125
C -1.839 1.046 0.274  -0.050
O -1.333 2.126 0.114  -0.543
H 1.149 1.425 -0.145  0.353
H 1.911 0.272 -1.188  0.427
H 0.442 1.145 -1.804  0.339
H 0.022 -1.228 -1.081  0.159
H 0.348 -1.921 1.201  0.359
H 1.152 -0.363 1.590  0.330
H 1.909 -1.488 0.480  0.363
H -1.712 -0.955 0.376  0.230
H -2.894 0.901 0.539  0.356

=====

[7]
Here is a cluster of 4 separate species, C3H13NO3 in total from OMol25. Energies are from ωB97M-V/def2-TZVPD.

spin multiplicity = 2
charge = -1

Each line ends with the Mulliken spin population.
CARTESIAN COORDINATES (ANGSTROEM)
C 1.373 -1.091 1.438  0.309
C 0.500 -0.333 0.493  0.396
C 0.382 -0.595 -0.851  0.076
N -0.099 0.749 1.107  0.553
H 0.955 -1.145 2.440  -0.171
H 2.340 -0.570 1.485  -0.013
H 1.568 -2.103 1.070  0.008
H 0.511 0.078 -1.675  -0.200
H 0.215 -1.640 -1.129  -0.022
H -0.382 0.651 2.095  -0.622
H -0.676 1.452 0.654  0.147
H -2.377 4.348 -0.148  -0.304
H -1.791 3.028 -0.589  -0.036
O -1.539 3.868 -0.173  0.697
H -3.160 -1.333 1.307  -0.284
H -2.429 -0.240 0.724  -0.008
O -3.230 -0.767 0.522  0.491
H 2.248 -2.147 -3.101  0.002
H 2.713 -0.660 -2.989  0.004
O 2.877 -1.552 -2.680  -0.022

=====

[8]
Here is a structure of composition C30H46Cl2N3OPRu from OMol25. Energies are from ωB97M-V/def2-TZVPD.

spin multiplicity = 6
charge = -1

Each line ends with the Mulliken spin population.
CARTESIAN COORDINATES (ANGSTROEM)
P -0.101 0.641 -2.206  -0.083
C -1.750 0.176 -2.988  -0.035
C -2.185 1.050 -4.177  0.009
C -3.610 0.703 -4.620  0.000
C -3.811 -0.792 -4.888  0.001
C -3.263 -1.675 -3.763  0.006
C -1.824 -1.299 -3.390  0.063
C 1.269 0.075 -3.350  -0.047
C 1.128 0.497 -4.816  0.006
C 2.420 0.167 -5.575  0.002
C 2.838 -1.301 -5.427  -0.001
C 2.847 -1.774 -3.970  0.004
C 1.537 -1.429 -3.257  0.082
C -0.039 2.500 -2.349  -0.018
C -1.182 3.169 -1.572  0.021
C -1.165 4.692 -1.739  -0.004
C 0.192 5.296 -1.372  0.002
C 1.344 4.600 -2.098  -0.003
C 1.317 3.075 -1.919  0.026
H -2.438 0.344 -2.139  0.007
H -1.495 0.883 -5.016  0.000
H -2.130 2.121 -3.942  0.000
H -3.862 1.283 -5.515  0.000
H -4.307 1.018 -3.832  0.000
H -4.878 -0.995 -5.033  0.000
H -3.308 -1.057 -5.827  0.000
H -3.899 -1.563 -2.876  0.001
H -3.302 -2.729 -4.059  0.000
H -1.452 -1.953 -2.591  -0.013
H -1.177 -1.466 -4.266  0.001
H 2.148 0.579 -2.914  0.020
H 3.225 0.809 -5.192  0.000
H 0.902 1.569 -4.915  0.000
H 0.292 -0.050 -5.277  -0.001
H 2.294 0.415 -6.635  0.000
H 3.830 -1.446 -5.869  0.000
H 2.140 -1.926 -5.998  0.000
H 3.022 -2.856 -3.919  0.003
H 3.673 -1.290 -3.431  0.003
H 1.595 -1.739 -2.209  -0.058
H 0.706 -1.988 -3.709  0.004
H -0.171 2.709 -3.426  -0.003
H -2.166 2.784 -1.877  0.003
H -1.082 2.904 -0.510  -0.006
H -1.401 4.933 -2.784  -0.001
H -1.958 5.131 -1.124  0.001
H 0.342 5.203 -0.289  0.001
H 0.197 6.366 -1.607  0.000
H 2.307 4.990 -1.753  0.001
H 1.275 4.817 -3.172  0.000
H 2.139 2.631 -2.499  0.001
H 1.508 2.798 -0.871  -0.008
Ru 0.206 0.019 -0.040  2.681
Cl 2.536 0.245 -0.322  0.242
Cl -1.993 0.649 0.481  0.234
C -0.235 -1.776 -0.409  0.505
H -1.323 -1.920 -0.589  0.017
C 0.449 -3.059 -0.273  -0.117
C 1.852 -3.101 -0.147  0.204
C 2.523 -4.315 -0.133  -0.105
C 1.806 -5.516 -0.189  0.201
C 0.402 -5.490 -0.254  -0.098
C -0.274 -4.280 -0.296  0.205
H 2.391 -2.158 -0.088  0.009
H 3.616 -4.322 -0.093  -0.006
H -0.154 -6.430 -0.287  -0.004
H -1.361 -4.234 -0.360  0.004
H 2.334 -6.473 -0.203  0.018
C 2.634 1.998 4.280  0.054
N 1.718 0.957 3.835  0.073
C 1.394 -0.053 4.685  0.474
C 0.533 -1.033 4.292  -0.130
C 0.041 -0.999 2.975  0.341
N 0.554 -0.124 2.110  0.163
C 1.158 1.026 2.552  -0.058
O 1.209 2.048 1.850  0.007
N -0.929 -1.839 2.550  0.079
H 2.847 2.669 3.448  0.006
H 3.565 1.537 4.634  -0.019
H 2.203 2.557 5.118  -0.015
H 1.851 0.005 5.672  0.076
H 0.186 -1.815 4.953  -0.004
H -1.328 -2.499 3.211  -0.004
H -1.557 -1.513 1.816  -0.021

=====

[9]
Here is an isolated molecule of C3H6N2O2 from OMol25. Energies are from ωB97M-V/def2-TZVPD.

SMILES string = [H]/N=C(/N=C/O)OC
charge = 0

Each line ends with the Mulliken charge.
CARTESIAN COORDINATES (ANGSTROEM)
H -0.594 0.500 -1.706  0.267
N -1.002 0.132 -0.855  -0.669
C -0.139 -0.057 0.056  0.547
N -0.440 -0.548 1.302  -0.495
C -1.603 -0.871 1.705  0.188
O -1.556 -1.308 2.955  -0.500
O 1.196 0.157 0.045  -0.296
C 1.745 0.672 -1.144  -0.843
H -2.567 -0.836 1.192  0.404
H -0.562 -1.162 2.978  0.481
H 2.815 0.777 -0.962  0.204
H 1.314 1.653 -1.379  0.356
H 1.579 -0.017 -1.980  0.355

=====

Energy in eV, matching the order above: -5347.2573, -9774.2904, -16782.2889, -7639.9842, -65570.1787, -7831.6688, -10951.7623, -75292.1931, -10282.4114
F_max in eV Å⁻¹, matching the order above: 0.2, 2.3, 3.4, 10.1, 5.6, 1.4, 1.8, 4.4, 1.6
Energy above the lowest of the compared OMol25 structures with the same formula, charge and spin in kJ/mol, matching the order above: 0.84, 120.49, 0.00, 286.77, 68.77, 62.83, 138.04, 0.00, 230.22